Entry 1:
{
  "formula": "C2H4F2O",
  "method": "the ωB97M-V functional and the def2-TZVPD basis",
  "elements": ["C", "C", "O", "F", "F", "H", "H", "H", "H"],
  "xyz": [[1.3943, 0.4383, 0.1053], [-0.9235, -0.0506, 0.1127], [-1.0441, -1.3314, -0.1036], [-1.3908, 0.7443, -0.8909], [-1.4245, 0.3792, 1.3029], [1.2592, 1.4417, 0.5412], [2.1712, -0.1728, 0.6685], [1.5341, 0.2033, -0.9187], [-1.5759, -1.6519, -0.8173]],
  "homo_ha": -0.3283,
  "total_energy_ha": -353.4638,
  "charge": 0,
  "e_lumo_ev": 0.381,
  "multiplicity": 1,
  "relative_energy_kcal_mol": 74.0
}

---

Entry 2:
{
  "formula": "C15H20O5",
  "method": "the ωB97M-V functional and the def2-TZVPD basis",
  "elements": ["C", "O", "C", "C", "C", "O", "C", "C", "O", "C", "O", "C", "C", "C", "C", "C", "C", "C", "O", "C", "H", "H", "H", "H", "H", "H", "H", "H", "H", "H", "H", "H", "H", "H", "H", "H", "H", "H", "H", "H"],
  "xyz": [[4.1967, -1.0300, -3.2442], [3.9506, -1.8058, -2.0836], [2.6010, -2.0821, -1.8148], [1.7589, -0.8279, -1.5300], [2.3159, -0.0829, -0.3430], [1.7958, -0.3290, 0.9311], [1.5403, 0.9352, 0.3899], [0.1369, 1.3034, -0.0111], [-0.0752, 2.2928, -0.6654], [-0.9284, 0.3719, 0.5356], [-2.1852, 0.4668, -0.0721], [-2.9189, 1.6405, 0.2493], [-3.2670, 1.7349, 1.7145], [-3.7616, 0.6197, 2.3810], [-4.0795, 0.6905, 3.7250], [-3.9126, 1.8795, 4.4154], [-3.4209, 2.9942, 3.7579], [-3.0932, 2.9208, 2.4148], [1.9759, -2.7682, -2.8600], [2.4624, -4.0806, -3.0565], [5.2344, -1.2155, -3.5154], [3.5417, -1.3359, -4.0634], [4.0602, 0.0379, -3.0466], [2.6445, -2.7091, -0.9076], [1.7661, -0.1838, -2.4104], [0.7334, -1.1471, -1.3523], [3.3972, 0.0413, -0.3683], [2.0975, 1.7623, 0.8283], [-0.9850, 0.5737, 1.6198], [-0.5988, -0.6637, 0.4181], [-3.8332, 1.5541, -0.3466], [-2.3762, 2.5355, -0.0728], [-3.8879, -0.3036, 1.8345], [-4.4615, -0.1821, 4.2344], [-4.1643, 1.9369, 5.4641], [-3.2866, 3.9226, 4.2934], [-2.7019, 3.7895, 1.9045], [3.5381, -4.0793, -3.2534], [2.2620, -4.7017, -2.1765], [1.9281, -4.4756, -3.9174]],
  "homo_ha": -0.3406,
  "total_energy_ha": -959.6897,
  "charge": 0,
  "e_lumo_ev": 0.835,
  "smiles": "COC(C[C@@H]1O[C@@H]1C(=O)COCc1ccccc1)OC",
  "multiplicity": 1,
  "relative_energy_kcal_mol": 46.7
}

---

Entry 3:
{
  "formula": "C4H2",
  "method": "the ωB97M-V functional and the def2-TZVPD basis",
  "elements": ["C", "C", "C", "C", "H", "H"],
  "xyz": [[-0.2639, 1.2968, 0.1168], [-1.2491, 1.5078, -0.6593], [0.2281, 0.0648, 0.1602], [0.2786, -1.1654, -0.2589], [0.5862, 0.4002, 1.0404], [0.4200, -2.1042, -0.3992]],
  "homo_ha": [-0.3421, -0.3460],
  "total_energy_ha": -153.2372,
  "charge": 0,
  "e_lumo_ev": [-2.023, -1.816],
  "multiplicity": 1,
  "relative_energy_kcal_mol": 153.0
}